Entry 1:
This record from the OMol25 dataset describes one molecule with the formula C7H8 in a non-equilibrium geometry. The level of theory is ωB97M-V/def2-TZVPD.

Each line ends with the Mulliken charge.
Element x y z (Å)
C 2.45361 -0.15228 -0.10651  -0.36
C -1.20971 -0.03473 0.03432  0.39
C 3.29043 -0.55700 0.64589  0.13
C -2.23021 -1.08722 0.01350  -1.11
C 1.31394 0.34927 -0.91719  -0.85
C -0.90389 1.33545 0.58933  -0.67
C -0.05559 0.46583 -0.28912  0.21
H -1.77660 -2.05014 -0.21352  0.29
H 4.04971 -0.94251 1.25381  0.41
H -2.98796 -0.86972 -0.73980  0.28
H -2.71995 -1.13605 0.98519  0.31
H 1.60211 1.34010 -1.28413  0.30
H 1.22042 -0.31439 -1.78493  0.27
H -1.38141 2.21517 0.16813  0.20
H -0.66490 1.43822 1.64502  0.21

2S+1: 1
ΔE to the lowest compared entry with this formula, charge and spin in kJ/mol: 425.9
Structure (SMILES): C#CCC1=C(C)C1
Total charge: 0
E_LUMO in Eh: 0.0350



Entry 2:
This record from the OMol25 dataset describes C10H13EuNP as an isolated structure in a non-equilibrium geometry. The level of theory is ωB97M-V/def2-TZVPD.

Each line ends with the Mulliken charge.
Element x y z (Å)
C -1.37584 0.37263 -2.20336  -0.21
C -1.30798 1.56196 -2.97616  -0.79
C 0.02488 2.06342 -2.92763  -0.34
C 0.82042 1.17527 -2.14724  -1.08
C 0.00237 0.12224 -1.68045  0.16
Eu -2.06516 -1.82077 0.62718  0.51
P -0.02464 -3.71456 -0.25855  -0.21
H -2.24194 -0.27870 -2.04135  0.00
H -2.14134 2.01555 -3.51023  0.38
H 0.38163 2.96814 -3.41503  0.41
H 0.31239 -0.74422 -1.09096  0.28
H 1.88353 1.28557 -1.93722  0.37
H 1.36410 -3.41046 -0.45404  0.14
H -0.21168 -4.34841 -1.53546  0.13
H 0.18448 -4.92546 0.48632  0.13
C 1.34774 1.21592 2.77923  -0.12
C 0.53523 1.93603 1.89658  -0.50
C -0.57552 1.30865 1.33511  -0.15
N -0.86058 0.01803 1.62000  -0.24
C -0.07114 -0.69615 2.45891  0.12
C 1.04647 -0.11240 3.06516  -0.64
H 2.21148 1.69752 3.24123  0.38
H 0.73412 2.97403 1.63382  0.38
H -1.25489 1.79615 0.63224  0.29
H -0.37001 -1.74052 2.66319  0.23
H 1.65187 -0.71944 3.73870  0.35

Expectation value of S²: 12.008
2S+1: 7
ΔE to the lowest compared entry with this formula, charge and spin in kJ/mol: 0.0
Total charge: 0
E_LUMO (alpha / beta) in Eh: -0.0117 / -0.0144



Entry 3:
This record from the OMol25 dataset describes a 2-piece molecular cluster, C5H11NO overall. The level of theory is ωB97M-V/def2-TZVPD.

Each line ends with the Mulliken charge.
Element x y z (Å)
C -0.98914 -1.41324 -0.93257  -1.28
C -0.21529 -0.18289 -1.21029  0.00
C -1.27882 0.92724 1.70650  -0.87
N 0.95038 0.00134 -0.60271  0.13
C 1.58335 -0.80037 0.28009  -0.61
C 1.65008 1.24233 -0.88210  0.09
O 1.26086 2.05789 -1.66048  -0.43
H -1.06008 -1.59631 0.15280  0.34
H -2.00245 -1.32956 -1.33383  0.30
H -0.52174 -2.31273 -1.36776  0.36
H -0.52408 0.59464 -1.89278  0.40
H -1.08581 1.88753 1.22081  0.22
H -2.10834 0.42910 1.19793  0.20
H -1.54166 1.09559 2.75342  0.33
H 1.18497 -1.77903 0.49127  0.30
H 2.50428 -0.45036 0.72110  0.14
H -0.38227 0.30048 1.65325  0.14
H 2.57576 1.32836 -0.29467  0.24

2S+1: 1
ΔE to the lowest compared entry with this formula, charge and spin in kJ/mol: 310.5
Total charge: 0
E_LUMO (alpha / beta) in Eh: 0.0084 / 0.0084



Entry 4:
This record from the OMol25 dataset describes C22H17BrCuF3N3O2S as an isolated structure. The level of theory is ωB97M-V/def2-TZVPD.

Each line ends with the Mulliken charge.
Element x y z (Å)
Cu 0.33236 -1.20228 0.43679  -0.44
O -3.70038 -0.02014 1.58340  -0.77
C -3.59470 -1.29416 1.10495  0.44
C -4.59266 -1.71889 0.23099  -0.56
C -4.55383 -2.98600 -0.31968  -0.34
C -3.50792 -3.84725 0.00142  -0.76
C -2.51557 -3.40918 0.86583  -0.68
C -2.53207 -2.13435 1.43112  0.75
C -1.36309 -1.81023 2.38209  0.25
O -0.18274 -2.31303 1.99588  -0.82
N -1.25239 -0.29723 2.63221  -0.30
N -0.30675 0.29411 1.84898  0.02
C 0.32547 1.28204 2.33033  -0.51
C 1.32501 2.07135 1.59794  0.49
Br 2.04952 1.29181 0.03166  -0.10
C 1.69769 3.27180 2.03054  -0.69
C 2.71585 4.19106 1.46811  0.34
C 2.39363 5.53146 1.26686  -0.42
C 3.32964 6.42238 0.75742  -0.51
C 4.61126 5.98680 0.45196  -0.40
C 4.95074 4.65676 0.66830  -0.56
C 4.01214 3.76790 1.17423  -0.28
H -2.84662 0.17785 2.01171  0.50
H -5.37062 -1.00967 -0.03338  0.37
H -5.32484 -3.29076 -1.02089  0.35
H -3.45441 -4.83859 -0.43544  0.37
H -1.66502 -4.03943 1.09711  0.33
H -1.66982 -2.19498 3.37451  0.27
H -1.12246 -0.08873 3.61307  0.29
H 0.11903 1.61612 3.35018  0.26
H 1.15570 3.63154 2.90342  0.35
H 1.39359 5.87551 1.50555  0.40
H 3.05640 7.45869 0.59773  0.35
H 5.34129 6.67916 0.04819  0.36
H 5.95240 4.30874 0.44342  0.36
H 4.28121 2.73397 1.34871  0.46
F -1.51621 -0.72227 -4.84015  -0.24
C -1.52310 -1.98947 -4.38992  0.57
F -1.43675 -2.77840 -5.50303  -0.34
F -2.73242 -2.22543 -3.86741  -0.20
C -0.39562 -2.28683 -3.44599  -0.24
C 0.54985 -3.21490 -3.82109  -0.06
C 1.60370 -3.52990 -2.96909  -0.85
C 1.63482 -2.89161 -1.74806  -0.22
N 0.73709 -1.99129 -1.35456  0.01
C -0.29708 -1.61724 -2.18449  0.54
S -1.34715 -0.42312 -1.60320  -0.38
H 0.46268 -3.70907 -4.77837  0.46
H 2.35808 -4.25545 -3.24298  0.37
H 2.41504 -3.11920 -1.02686  0.40

2S+1: 1
Total charge: -1
E_LUMO in Eh: 0.0881